Record 1
The following is a quantum chemistry calculation of an isolated ion of composition C4H11N2 and charge +1, from the Open Molecules 2025 dataset.

CARTESIAN COORDINATES (ANGSTROEM)
C (1.153, -1.340, -0.514)
N (0.953, -0.092, -0.269)
C (1.826, 0.732, 0.530)
C (-0.226, 0.662, -0.773)
N (-1.407, -0.064, -0.588)
C (-2.020, -0.178, 0.746)
H (0.576, -2.073, -1.082)
H (1.861, -1.874, -0.040)
H (1.456, 0.757, 1.478)
H (2.840, 0.462, 0.547)
H (1.742, 1.710, 0.159)
H (-0.245, 1.665, -0.286)
H (-0.061, 0.913, -1.821)
H (-1.843, -0.556, -1.403)
H (-3.121, -0.461, 0.604)
H (-1.597, -0.983, 1.347)
H (-1.888, 0.720, 1.365)

## Properties
Molar mass, g mol⁻¹: 87.15
Energy relative to the best compared isomer or geometry (same formula, charge and spin), kJ/mol: 260.57
Structure (SMILES): C=[N+](C)CNC
LUMO, eV: -4.9
Charge: +1

The computed Mulliken charges, all in e, follow: atom 1 (C): -0.13, atom 2 (N): 0.15, atom 3 (C): -1.04, atom 4 (C): -0.80, atom 5 (N): -0.19, atom 6 (C): -0.80, atom 7 (H): 0.30, atom 8 (H): 0.34, atom 9 (H): 0.45, atom 10 (H): 0.40, atom 11 (H): 0.41, atom 12 (H): 0.43, atom 13 (H): 0.35, atom 14 (H): 0.27, atom 15 (H): 0.31, atom 16 (H): 0.28, atom 17 (H): 0.27

***

Record 2
The following is a quantum chemistry calculation of an isolated molecule of C20H13N5OS, from the Open Molecules 2025 dataset.

CARTESIAN COORDINATES (ANGSTROEM)
C (5.274, 1.739, -2.981)
C (4.316, 2.418, -3.803)
C (2.979, 2.051, -3.959)
C (2.653, 0.842, -3.238)
C (1.184, 0.461, -3.041)
C (0.185, 1.061, -3.726)
C (-1.164, 0.858, -3.376)
N (-1.434, 0.085, -2.329)
C (-0.437, -0.555, -1.846)
N (-0.526, -1.585, -0.864)
C (-1.577, -1.578, 0.132)
C (-2.938, -1.940, -0.225)
C (-3.971, -1.619, 0.587)
C (-3.570, -1.043, 1.855)
N (-4.373, -0.774, 2.970)
C (-3.618, -0.034, 3.715)
C (-4.082, 0.687, 4.852)
C (-3.591, 1.937, 5.370)
C (-4.454, 2.402, 6.455)
C (-5.606, 1.641, 6.616)
S (-5.693, 0.247, 5.569)
O (-2.285, -0.007, 3.362)
C (-2.285, -0.530, 2.118)
C (-1.265, -0.722, 1.199)
N (0.797, -0.415, -2.123)
N (3.554, 0.134, -2.528)
C (4.829, 0.529, -2.424)
H (6.166, 2.168, -2.635)
H (4.689, 3.329, -4.244)
H (2.287, 2.647, -4.621)
H (0.408, 1.662, -4.524)
H (-1.929, 1.290, -3.984)
H (0.411, -1.739, -0.581)
H (-3.074, -2.230, -1.333)
H (-4.958, -2.012, 0.197)
H (-2.635, 2.398, 5.193)
H (-4.232, 3.280, 7.069)
H (-6.264, 1.869, 7.361)
H (-0.240, -0.400, 1.378)
H (5.447, 0.053, -1.648)

## Properties
Molar mass, g mol⁻¹: 371.43
Energy relative to the best compared isomer or geometry (same formula, charge and spin), kJ/mol: 237.42
Structure (SMILES): c1ccc(-c2ccnc(Nc3ccc4nc(-c5cccs5)oc4c3)n2)nc1
LUMO, eV: -0.1

The computed Mulliken charges, all in e, follow: atom 1 (C): -0.58, atom 2 (C): -0.22, atom 3 (C): -0.58, atom 4 (C): 0.41, atom 5 (C): 0.73, atom 6 (C): -0.49, atom 7 (C): -0.55, atom 8 (N): -0.48, atom 9 (C): 0.40, atom 10 (N): -0.33, atom 11 (C): 0.14, atom 12 (C): -0.15, atom 13 (C): -0.76, atom 14 (C): 0.72, atom 15 (N): -0.60, atom 16 (C): 0.82, atom 17 (C): -0.12, atom 18 (C): -0.55, atom 19 (C): -0.43, atom 20 (C): -0.42, atom 21 (S): -0.09, atom 22 (O): -0.43, atom 23 (C): 0.55, atom 24 (C): -0.94, atom 25 (N): -0.28, atom 26 (N): -0.47, atom 27 (C): -0.08, atom 28 (H): 0.41, atom 29 (H): 0.37, atom 30 (H): 0.17, atom 31 (H): 0.46, atom 32 (H): 0.43, atom 33 (H): 0.35, atom 34 (H): 0.27, atom 35 (H): 0.31, atom 36 (H): 0.40, atom 37 (H): 0.36, atom 38 (H): 0.50, atom 39 (H): 0.40, atom 40 (H): 0.35

***

Record 3
The following is a quantum chemistry calculation of a 9-piece molecular cluster, C65H71F8N3O2PS overall, from the Open Molecules 2025 dataset.

CARTESIAN COORDINATES (ANGSTROEM)
C (5.677, 1.288, 1.156)
C (4.578, 2.227, 0.418)
C (4.058, 3.440, 1.333)
C (2.773, 3.010, 2.216)
C (3.157, 2.092, 3.485)
C (1.986, 1.033, 3.768)
C (2.090, -0.327, 2.922)
C (0.684, -0.953, 2.460)
C (-0.507, -0.819, 3.527)
C (-1.907, -1.041, 2.702)
C (-2.944, 0.162, 2.956)
C (-3.608, 0.772, 1.641)
C (-5.128, 1.128, 1.605)
C (-6.148, 0.972, 2.824)
O (-6.591, 2.346, 3.179)
N (-5.427, 3.048, 3.308)
O (-5.654, 4.091, 3.835)
C (-5.735, 1.726, 0.284)
N (-4.941, 1.931, -0.900)
C (-3.528, 1.640, -0.979)
P (-2.531, 1.931, -2.591)
S (-1.775, 3.720, -2.644)
C (-2.819, 1.072, 0.305)
N (-1.378, 0.835, 0.194)
H (6.410, 0.792, 0.442)
H (6.190, 1.972, 1.934)
H (5.072, 0.532, 1.787)
H (3.663, 1.617, 0.080)
H (5.098, 2.663, -0.504)
H (3.713, 4.276, 0.626)
H (4.862, 3.898, 2.013)
H (1.944, 2.508, 1.585)
H (2.304, 4.003, 2.582)
H (3.168, 2.807, 4.396)
H (4.194, 1.623, 3.433)
H (1.985, 0.741, 4.888)
H (0.994, 1.565, 3.522)
H (2.776, -1.089, 3.454)
H (2.659, -0.058, 1.948)
H (0.423, -0.562, 1.410)
H (0.862, -2.089, 2.320)
H (-0.604, 0.207, 4.016)
H (-0.419, -1.598, 4.374)
H (-2.361, -2.009, 3.141)
H (-1.671, -1.255, 1.608)
H (-3.802, -0.278, 3.592)
H (-2.529, 1.039, 3.562)
H (-5.702, 0.532, 3.774)
H (-7.103, 0.409, 2.532)
H (-6.838, 2.015, 0.216)
H (-5.375, 2.325, -1.757)
H (-3.251, 1.541, -3.766)
H (-1.411, 1.010, -2.497)
H (-0.917, 1.581, -0.372)
H (-1.011, 1.016, 1.154)
F (-0.272, -4.666, 2.602)
C (0.606, -5.084, 1.672)
C (0.718, -4.385, 0.480)
C (1.629, -4.812, -0.481)
C (2.410, -5.941, -0.242)
C (2.285, -6.638, 0.956)
C (1.382, -6.204, 1.922)
H (0.096, -3.514, 0.309)
H (1.730, -4.269, -1.413)
H (3.117, -6.276, -0.994)
H (2.891, -7.519, 1.139)
H (1.278, -6.729, 2.864)
F (3.879, -1.966, 4.909)
C (3.983, -1.549, 6.183)
C (5.166, -0.970, 6.615)
C (5.272, -0.534, 7.931)
C (4.197, -0.692, 8.803)
C (3.016, -1.280, 8.360)
C (2.906, -1.706, 7.040)
H (5.994, -0.863, 5.923)
H (6.189, -0.073, 8.277)
H (4.283, -0.355, 9.832)
H (2.182, -1.406, 9.042)
H (1.990, -2.158, 6.675)
F (1.592, -5.585, -3.337)
C (2.465, -6.002, -4.271)
C (2.570, -5.296, -5.459)
C (3.476, -5.718, -6.427)
C (4.257, -6.849, -6.199)
C (4.139, -7.553, -5.004)
C (3.241, -7.124, -4.031)
H (1.947, -4.425, -5.620)
H (3.572, -5.169, -7.357)
H (4.961, -7.181, -6.957)
H (4.746, -8.435, -4.830)
H (3.142, -7.654, -3.091)
F (0.574, -2.833, -5.116)
C (-0.735, -2.824, -5.413)
C (-1.225, -3.705, -6.365)
C (-2.584, -3.696, -6.667)
C (-3.433, -2.800, -6.022)
C (-2.928, -1.918, -5.071)
C (-1.572, -1.934, -4.761)
H (-0.548, -4.389, -6.862)
H (-2.980, -4.386, -7.404)
H (-4.492, -2.792, -6.261)
H (-3.590, -1.218, -4.572)
H (-1.162, -1.260, -4.017)
F (8.049, -0.060, 7.189)
C (8.920, -0.459, 6.247)
C (9.024, 0.261, 5.068)
C (9.929, -0.150, 4.094)
C (10.712, -1.282, 4.308)
C (10.595, -2.000, 5.495)
C (9.698, -1.583, 6.473)
H (8.400, 1.135, 4.916)
H (10.024, 0.411, 3.171)
H (11.415, -1.604, 3.546)
H (11.203, -2.884, 5.658)
H (9.600, -2.125, 7.406)
F (-5.869, -0.560, -5.696)
C (-6.957, -1.032, -6.331)
C (-7.398, -0.403, -7.485)
C (-8.520, -0.895, -8.144)
C (-9.194, -2.003, -7.636)
C (-8.744, -2.624, -6.474)
C (-7.616, -2.139, -5.821)
H (-6.866, 0.463, -7.861)
H (-8.870, -0.415, -9.052)
H (-10.072, -2.384, -8.149)
H (-9.273, -3.484, -6.078)
H (-7.247, -2.615, -4.919)
F (-0.825, 5.727, -9.374)
C (-1.503, 5.040, -8.445)
C (-2.296, 3.971, -8.833)
C (-2.997, 3.254, -7.868)
C (-2.905, 3.622, -6.528)
C (-2.109, 4.700, -6.150)
C (-1.400, 5.410, -7.113)
H (-2.362, 3.705, -9.882)
H (-3.614, 2.411, -8.160)
H (-3.455, 3.065, -5.776)
H (-2.042, 4.987, -5.107)
H (-0.769, 6.247, -6.837)
F (-3.205, 9.712, 2.344)
C (-3.880, 9.008, 3.266)
C (-4.656, 7.932, 2.867)
C (-5.352, 7.199, 3.823)
C (-5.271, 7.557, 5.166)
C (-4.492, 8.643, 5.555)
C (-3.787, 9.370, 4.601)
H (-4.713, 7.673, 1.816)
H (-5.956, 6.351, 3.523)
H (-5.818, 6.988, 5.911)
H (-4.434, 8.924, 6.601)
H (-3.169, 10.213, 4.887)

## Properties
Molar mass, g mol⁻¹: 1141.33
LUMO, eV: -4.7
Charge: +1

These are the Mulliken partial charges, in e, on atoms 1 to 99: atom 1 (C): -0.70, atom 2 (C): -0.29, atom 3 (C): -0.76, atom 4 (C): -0.19, atom 5 (C): -0.48, atom 6 (C): -0.54, atom 7 (C): 0.07, atom 8 (C): -0.01, atom 9 (C): -0.45, atom 10 (C): -0.77, atom 11 (C): -0.52, atom 12 (C): 0.88, atom 13 (C): -0.23, atom 14 (C): -0.41, atom 15 (O): -0.20, atom 16 (N): 0.31, atom 17 (O): -0.43, atom 18 (C): -0.45, atom 19 (N): 0.04, atom 20 (C): -0.22, atom 21 (P): 0.38, atom 22 (S): -0.34, atom 23 (C): 0.35, atom 24 (N): -0.46, atom 25 (H): 0.34, atom 26 (H): 0.17, atom 27 (H): 0.04, atom 28 (H): 0.18, atom 29 (H): 0.35, atom 30 (H): 0.31, atom 31 (H): 0.31, atom 32 (H): -0.08, atom 33 (H): 0.31, atom 34 (H): 0.34, atom 35 (H): 0.13, atom 36 (H): 0.32, atom 37 (H): 0.11, atom 38 (H): 0.15, atom 39 (H): -0.05, atom 40 (H): 0.19, atom 41 (H): -0.24, atom 42 (H): 0.34, atom 43 (H): 0.23, atom 44 (H): 0.38, atom 45 (H): 0.39, atom 46 (H): 0.07, atom 47 (H): 0.39, atom 48 (H): 0.24, atom 49 (H): 0.33, atom 50 (H): 0.39, atom 51 (H): 0.32, atom 52 (H): 0.02, atom 53 (H): 0.11, atom 54 (H): 0.32, atom 55 (H): 0.08, atom 56 (F): -0.32, atom 57 (C): 0.36, atom 58 (C): -0.02, atom 59 (C): -0.66, atom 60 (C): -0.36, atom 61 (C): -0.52, atom 62 (C): -0.60, atom 63 (H): 0.45, atom 64 (H): 0.42, atom 65 (H): 0.44, atom 66 (H): 0.38, atom 67 (H): 0.43, atom 68 (F): -0.41, atom 69 (C): 0.14, atom 70 (C): -0.26, atom 71 (C): -0.31, atom 72 (C): -0.59, atom 73 (C): -0.50, atom 74 (C): -0.21, atom 75 (H): 0.40, atom 76 (H): 0.47, atom 77 (H): 0.37, atom 78 (H): 0.38, atom 79 (H): 0.43, atom 80 (F): -0.25, atom 81 (C): 0.13, atom 82 (C): -0.08, atom 83 (C): -0.66, atom 84 (C): -0.42, atom 85 (C): -0.56, atom 86 (C): -0.24, atom 87 (H): 0.53, atom 88 (H): 0.39, atom 89 (H): 0.37, atom 90 (H): 0.37, atom 91 (H): 0.46, atom 92 (F): -0.32, atom 93 (C): 0.41, atom 94 (C): -0.35, atom 95 (C): -0.62, atom 96 (C): -0.35, atom 97 (C): -0.15, atom 98 (C): -0.45, atom 99 (H): 0.46

***

Record 4
The following is a quantum chemistry calculation of a 2-piece molecular cluster, C2H4NO overall, from the Open Molecules 2025 dataset.

CARTESIAN COORDINATES (ANGSTROEM)
C (-1.453, -0.569, 0.017)
C (0.394, 1.042, -0.015)
N (-0.593, 0.347, -0.066)
O (1.785, -0.490, -0.201)
H (-1.794, -0.876, -0.971)
H (-1.708, -0.816, 1.072)
H (0.884, 1.986, -0.292)
H (2.485, -0.624, 0.456)

## Properties
Molar mass, g mol⁻¹: 58.06
Energy relative to the best compared isomer or geometry (same formula, charge and spin), kJ/mol: 374.72
LUMO (spin up / spin down), eV: -7.4 / -7.2
Charge: +1

The computed Mulliken charges, all in e, follow: atom 1 (C): -0.12, atom 2 (C): 0.17, atom 3 (N): 0.05, atom 4 (O): -0.46, atom 5 (H): 0.31, atom 6 (H): 0.30, atom 7 (H): 0.40, atom 8 (H): 0.35

***

Record 5
The following is a quantum chemistry calculation of a 2-piece molecular cluster, C3H3N2O3 overall, from the Open Molecules 2025 dataset.

CARTESIAN COORDINATES (ANGSTROEM)
C (0.814, -0.845, 1.112)
C (1.467, 1.756, -1.239)
C (-1.330, -0.397, 0.323)
N (1.382, -0.956, 2.084)
N (-0.025, -0.824, -0.010)
O (1.991, 2.369, -2.039)
O (0.910, 1.116, -0.487)
O (0.115, -1.379, -1.053)
H (-1.744, 0.584, 0.088)
H (-2.139, -0.967, -0.253)
H (-1.441, -0.459, 1.475)

## Properties
Molar mass, g mol⁻¹: 115.07
Energy relative to the best compared isomer or geometry (same formula, charge and spin), kJ/mol: 0.00
LUMO, eV: -8.7
Charge: +1

The computed Mulliken charges, all in e, follow: atom 1 (C): 0.35, atom 2 (C): 0.57, atom 3 (C): -0.68, atom 4 (N): -0.11, atom 5 (N): 0.66, atom 6 (O): -0.25, atom 7 (O): -0.34, atom 8 (O): -0.22, atom 9 (H): 0.32, atom 10 (H): 0.37, atom 11 (H): 0.34

***

Number 1: maximum force 0.0735 Eh/bohr, E_tot -268.20565 hartree. Number 2: maximum force 0.0966 Eh/bohr, E_tot -1517.07672 hartree. Number 3: maximum force 0.0761 Eh/bohr, E_tot -4372.07373 hartree. Number 4: maximum force 0.0630 Eh/bohr, E_tot -208.12790 hartree. Number 5: maximum force 0.0943 Eh/bohr, E_tot -450.89559 hartree.